# C38H81BrNbO28

C38H81BrNbO28 as an isolated structure at a distorted geometry (wB97M-V/def2-TZVPD, the Open Molecules 2025 dataset).

Calculated values
- Largest force on an atom: 0.048 hartree/bohr
- Total energy: -6234.0351 Eh
- Gap between HOMO and LUMO: 0.22935 Eh

```
! wB97M-V def2-TZVPD RIJCOSX def2/J DEFGRID3
* xyz -1 1
Nb -6.7189 0.9047 -4.2198
Br -7.1028 -3.0093 -3.8893
O -6.2048 -14.0590 -11.0655
O 3.2521 8.2475 0.8809
O -6.6157 -12.0078 -10.2066
O -0.7369 -1.3808 2.1567
O -7.3876 -7.1586 -6.1724
O -5.3362 -12.1617 -11.9382
O 3.0633 8.9723 7.4040
O 1.4417 7.4041 7.2455
O 7.5700 0.0074 0.3844
O 8.3611 1.9677 9.4493
O 2.9686 0.9863 1.9809
O -2.3956 -1.5711 3.6769
O 5.9444 0.5514 -1.0898
O 4.4400 2.5208 2.4032
O -6.9364 -6.1925 -8.1669
O 2.7389 7.7200 5.5490
O 5.2627 8.9015 0.4590
O 7.9899 0.5052 -1.7814
O 3.1724 -0.7956 6.8084
O -6.2495 -8.2788 -7.6272
O 2.7934 2.1709 3.9025
O 3.9909 -2.2306 8.2011
O 8.7074 0.4171 7.8403
O 5.4175 -1.0197 6.9336
O 4.9756 7.0466 1.7192
O -3.7321 0.1992 -0.9537
O -0.4910 -0.4197 4.0841
O 10.0302 0.4448 9.5474
C 1.7821 0.2682 2.3740
C 3.3473 1.9127 2.8618
C 9.3758 0.2906 -1.5203
C 3.8312 8.4029 4.9310
C 10.4233 1.0144 10.7952
C 7.1979 0.3233 -0.7174
C 7.5840 0.9454 7.1218
C -8.0812 -5.9656 -5.7739
C -1.3160 -1.1670 3.3349
C -4.4609 2.5431 -0.6928
C -7.4326 -12.6187 -9.2048
C -3.5865 3.4305 -1.5916
C -5.6406 -8.3681 -8.9151
C -4.1900 2.6521 -5.3974
C -6.0672 -12.8628 -11.0685
C -1.5223 -2.1575 1.2421
C -4.7172 -0.7577 -0.6470
C -4.1489 3.6873 -3.0219
C 5.1230 -2.8724 8.7909
C 4.3000 -1.3174 7.2777
C -5.4619 -2.1069 -4.5023
C 4.5391 7.9728 1.0836
C 6.6757 8.7299 0.5863
C 2.3481 7.3225 1.4927
C -4.6514 -3.1516 -5.3072
C -6.8675 -7.1126 -7.3948
C 1.0441 7.7247 8.5795
C -3.4815 2.7701 -4.0385
C 3.3564 0.2150 5.8032
C 4.9517 3.5480 3.2574
C -5.7346 2.5594 -5.4149
C -1.0178 -0.1263 5.3818
C 4.9749 0.3938 -0.0401
C -5.7672 -0.8576 -5.3359
C 2.4738 8.1179 6.7941
C -4.6830 -12.9552 -12.9297
C 8.9685 1.0360 8.9861
C -3.7350 1.3384 -0.1109
H -5.6701 -0.5218 -1.1258
H -4.8020 -0.5481 -5.7461
H -7.8080 -11.8129 -8.5806
H -3.3878 4.3921 -1.1298
H 6.6783 0.8543 7.7082
H -6.0195 2.3458 -6.4521
H 10.7052 2.0584 10.6708
H -2.6873 1.5909 0.0668
H -5.4581 0.8418 -2.9095
H -3.3575 1.7875 -3.5849
H 5.8297 3.9571 2.7669
H -4.1310 -12.2660 -13.5623
H 1.8553 7.5330 9.2792
H 9.6227 0.9282 11.5279
H -8.1721 0.7388 -5.3333
H -5.0188 -4.1485 -5.0901
H -0.2692 0.4765 5.8896
H -0.9404 -2.2552 0.3304
H -3.9890 -13.6546 -12.4672
H 1.3391 7.6451 1.2550
H -7.6363 2.2705 -3.3771
H -6.3872 -8.2749 -9.7018
H -6.1229 3.5550 -5.2110
H 4.2174 4.3401 3.3870
H 5.2417 3.1364 4.2229
H -5.2316 3.5906 -3.0209
H -5.3944 2.2590 -1.1649
H -1.1845 -1.0420 5.9451
H -8.9248 -5.7741 -6.4352
H 3.9442 7.9907 3.9335
H 2.4684 7.3221 2.5734
H 5.7547 -2.1472 9.3012
H -3.6003 -3.0813 -5.0422
H 0.2048 7.0769 8.8154
H 6.9777 8.7839 1.6307
H -3.9007 3.5279 -5.9860
H 7.4808 0.3528 6.2208
H -8.4498 -6.1379 -4.7672
H -5.1805 -9.3507 -8.9795
H 3.9156 1.0566 6.2055
H 4.7333 -3.5822 9.5151
H -4.7444 3.1376 0.1803
H -4.8725 -7.6058 -9.0331
H 9.5537 -0.7340 -1.1985
H -6.4472 -1.1880 -6.1225
H 2.3730 0.5525 5.5103
H 4.0031 0.6079 -0.4713
H -4.1733 1.0960 0.8596
H -4.8668 -0.8930 0.4282
H 5.6992 -3.4059 8.0373
H -5.4116 -13.4935 -13.5330
H -2.4553 -1.6479 1.0120
H 0.9434 0.9485 2.4762
H -2.4815 3.1672 -4.2211
H 9.8983 0.4692 -2.4561
H 0.7277 8.7639 8.6474
H -2.6361 2.9145 -1.7228
H 7.7620 1.9867 6.8530
H 4.7535 8.2372 5.4845
H -1.7180 -3.1480 1.6480
H -7.7009 -0.1131 -3.0554
H -8.2706 -13.1433 -9.6597
H -4.8808 -1.7902 -3.6441
H 6.9884 7.7815 0.1536
H -3.9071 4.7303 -3.2256
H -1.9426 0.4411 5.3013
H 4.9834 -0.6296 0.3323
H 5.1718 1.0908 0.7621
H -6.8457 -13.3026 -8.5948
H 2.4985 6.3199 1.0968
H -3.7449 1.8047 -5.9188
H -7.4113 -5.1109 -5.7590
H 11.2852 0.4476 11.1363
H 1.5691 -0.4425 1.5837
H -4.8088 -2.9568 -6.3634
H 3.6238 9.4690 4.8512
H 3.8686 -0.2015 4.9371
H 9.7389 0.9873 -0.7665
H 7.1364 9.5453 0.0363
H -4.3988 -1.7204 -1.0443
H 1.9490 -0.2705 3.2997
*
```

Atomic partial charges in e from the Löwdin method, atoms 1 to 99: 1.127 0.609 0.122 0.012 -0.002 -0.013 0.002 0.002 0.123 0.006 0.120 0.120 -0.008 0.135 0.015 -0.008 0.126 0.005 0.008 -0.001 0.020 -0.006 0.105 0.007 0.014 0.104 0.109 -0.218 -0.029 -0.001 -0.019 -0.605 -0.050 -0.029 -0.049 -0.622 -0.042 -0.052 -0.609 -0.183 -0.035 -0.194 -0.047 -0.320 -0.622 -0.010 -0.150 -0.222 -0.039 -0.608 -0.832 -0.626 -0.039 -0.023 -0.167 -0.623 -0.041 -0.255 -0.034 -0.020 -0.406 -0.028 -0.030 -0.450 -0.620 -0.043 -0.622 -0.247 0.047 0.034 0.094 0.093 0.080 0.026 0.096 0.113 -0.095 0.084 0.096 0.092 0.097 0.096 -0.154 0.025 0.089 0.099 0.097 0.099 -0.170 0.097 0.010 0.095 0.093 0.071 0.081 0.099 0.099 0.061 0.076

# C38H85AsF6HgN3O10S5

C38H85AsF6HgN3O10S5 as an isolated structure at a distorted geometry (wB97M-V/def2-TZVPD, the Open Molecules 2025 dataset).

Calculated values
- Largest force on an atom: 0.071 hartree/bohr
- Total energy: -7394.2236 Eh
- Gap between HOMO and LUMO: 0.02999 Eh

```
! wB97M-V def2-TZVPD RIJCOSX def2/J DEFGRID3
* xyz 1 1
Hg -17.4611 10.2664 -2.0140
As -18.1992 11.9244 -8.7447
S -24.9152 9.5257 -3.0062
S -20.1430 17.4710 -2.4367
S -10.7721 7.8611 -4.0136
S -18.3461 3.5294 -4.9868
S -10.5506 17.0161 -5.6531
F -17.0536 10.4988 -8.9128
F -19.3133 13.2854 -8.3655
F -19.6016 10.8134 -8.5630
F -18.5806 12.1635 -10.5086
F -17.8883 11.8061 -7.0014
F -16.8211 13.0436 -9.0168
O -10.6339 6.3969 -3.8961
O -19.7152 16.1227 -2.6385
O -11.2023 18.3238 -5.6859
O -11.9432 8.5736 -3.5176
O -23.4600 9.3130 -3.0650
O -11.3169 15.8595 -5.1667
O -17.9145 4.8949 -4.6976
O -20.3139 18.0494 -1.1448
O -19.7602 3.1385 -5.2400
O -25.4836 10.8560 -2.8700
N -27.8003 13.7322 -9.9331
N -15.9457 3.3541 -17.9583
N -20.2107 19.6550 -13.2312
C -21.6091 21.6636 -13.3891
C -9.0403 8.8677 -5.7806
C -16.3283 3.5824 -16.5438
C -29.2638 14.0465 -9.8677
C -20.8306 20.7431 -12.4437
C -21.6080 17.9529 -3.4952
C -16.7928 1.3557 -4.4871
C -9.5448 16.7194 -7.2303
C -17.7730 1.6993 -18.4440
C -27.2287 13.3685 -11.2606
C -17.2692 2.8755 -6.2944
C -21.1412 19.0668 -4.3468
C -17.6541 2.3815 -3.6970
C -9.2911 8.7022 -3.2402
C -14.3012 3.8561 -19.8950
C -14.5728 3.7512 -18.3676
C -30.1372 12.9145 -10.4793
C -19.9038 19.7508 -3.8781
C -9.0872 17.2194 -4.5519
C -27.3486 16.2579 -9.2689
C -8.0670 16.6250 -6.8368
C -15.9303 4.9749 -16.0798
C -25.7555 8.5524 -4.3533
C -16.3322 1.9911 -18.3342
C -26.9464 7.7989 -3.7832
C -27.0299 14.7319 -9.1474
C -21.2355 18.7659 -13.7176
C -18.9804 18.6313 -3.4067
C -25.8261 12.7319 -11.1679
C -7.8093 17.3873 -5.4563
C -20.8757 17.6055 -14.5444
C -10.5589 8.5142 -5.7590
C -19.1951 18.9014 -12.4484
C -18.1075 19.7775 -11.8086
C -17.0618 1.4256 -5.9886
C -26.5429 7.3860 -2.3129
C -8.6671 9.4914 -4.4371
C -25.6386 8.4707 -1.6799
H -22.4961 21.2213 -13.8427
H -21.7583 22.6741 -13.0087
H -24.8921 8.0168 -1.0281
H -18.1631 18.7805 -2.7011
H -25.9536 6.4759 -2.4248
H -15.7950 1.2572 -17.7334
H -14.2325 2.8649 -20.3433
H -16.3019 0.8971 -6.5642
H -21.8557 19.8897 -4.3689
H -21.7963 17.0064 -4.0019
H -18.5280 1.9881 -3.1776
H -11.1651 9.4158 -5.8470
H -9.5963 9.2595 -2.3545
H -18.6168 18.1187 -4.2973
H -17.7125 20.4754 -12.5469
H -25.9387 9.2586 -5.1632
H -25.8926 11.7617 -10.6755
H -24.9586 7.8671 -4.6421
H -9.7757 17.5653 -7.8778
H -8.6622 7.9414 -2.7781
H -15.7273 1.5602 -4.3817
H -21.7912 19.3906 -14.4170
H -27.9319 12.8097 -11.8782
H -20.0282 21.3146 -11.9772
H -15.1085 4.3956 -20.3902
H -20.1478 20.3655 -3.0117
H -17.2664 19.1472 -11.5199
H -13.3711 4.3887 -20.0935
H -20.4851 17.7742 -15.5479
H -20.2445 16.8832 -14.0267
H -14.2430 4.7006 -17.9459
H -7.3857 16.9399 -7.6273
H -9.3153 17.9244 -3.7525
H -28.3365 16.4851 -8.8682
H -8.9482 16.2627 -4.0482
H -27.1487 14.3752 -8.1243
H -25.1474 13.3682 -10.6001
H -20.8707 21.8300 -14.1734
H -16.3869 3.5154 -6.3051
H -30.2764 13.0345 -11.5537
H -29.5602 14.9861 -10.3340
H -26.2562 9.1082 -1.0472
H -21.9376 18.5323 -12.9173
H -16.9711 0.3479 -4.1120
H -21.3923 20.4069 -11.5722
H -16.2786 5.7792 -16.7278
H -18.1527 1.4381 -17.4562
H -22.4626 18.1778 -2.8571
H -8.7664 9.6049 -6.5353
H -8.3726 8.0099 -5.8615
H -19.4461 20.3319 -4.6787
H -16.3551 5.0294 -15.0775
H -17.8916 0.7598 -18.9838
H -21.1036 18.7553 -5.3906
H -18.0296 0.9521 -6.1535
H -31.1245 12.9593 -10.0196
H -8.9824 10.5319 -4.5161
H -7.7537 15.5971 -6.6543
H -21.7831 17.0539 -14.7904
H -16.9722 2.9504 -3.0651
H -19.7423 18.3948 -11.6534
H -15.7523 2.8617 -15.9634
H -17.3869 3.4378 -16.3281
H -6.8991 17.0485 -4.9616
H -13.8665 3.0599 -17.9077
H -7.6826 18.4602 -5.6009
H -25.2934 12.7691 -12.1181
H -15.9489 1.8075 -19.3379
H -26.7573 16.8220 -8.5476
H -7.5824 9.5761 -4.3715
H -27.1706 16.6899 -10.2536
H -18.7288 18.1836 -13.1232
H -29.5815 14.1518 -8.8303
H -17.8560 3.1222 -7.1793
H -9.9308 15.8650 -7.7863
H -27.8221 8.4457 -3.7301
H -27.1488 14.3727 -11.6769
H -18.4414 20.2818 -10.9018
H -27.2830 6.9415 -4.3660
H -25.9580 14.6438 -9.3244
H -29.5859 11.9909 -10.3025
H -27.3528 7.1829 -1.6123
H -14.8613 5.1214 -15.9252
H -10.9673 7.7843 -6.4579
H -18.3728 2.5160 -18.8457
*
```

Atomic partial charges in e from the Löwdin method, atoms 1 to 99: 0.486 0.904 0.715 0.682 0.723 0.727 0.720 -0.326 -0.323 -0.312 -0.326 -0.308 -0.310 -0.353 -0.321 -0.353 -0.366 -0.348 -0.350 -0.349 -0.322 -0.351 -0.343 -0.064 -0.081 -0.089 -0.070 -0.232 -0.210 -0.204 -0.228 -0.206 -0.220 -0.198 -0.087 -0.177 -0.247 -0.279 -0.188 -0.185 -0.064 -0.202 -0.071 -0.240 -0.220 -0.059 -0.203 -0.087 -0.219 -0.267 -0.206 -0.193 -0.276 -0.189 -0.049 -0.186 -0.086 -0.178 -0.197 -0.076 -0.235 -0.199 -0.233 -0.222 0.068 0.080 0.099 0.098 0.106 0.136 0.064 0.120 0.115 0.097 0.095 0.100 0.094 0.102 0.085 0.099 0.090 0.100 0.093 0.091 0.112 0.113 0.115 0.105 0.080 0.119 0.082 0.078 0.092 0.079 0.103 0.107 0.100 0.067 0.088

# C38H88N4O6PS2

A 4-piece molecular cluster, C38H88N4O6PS2 overall (wB97M-V/def2-TZVPD, the Open Molecules 2025 dataset).

Calculated values
- Largest force on an atom: 0.009 hartree/bohr
- Total energy: -3308.4099 Eh
- Gap between HOMO and LUMO: 0.23689 Eh

```
! wB97M-V def2-TZVPD RIJCOSX def2/J DEFGRID3
* xyz 1 1
S -0.7001 -5.5761 -3.1379
S 1.8830 -5.1017 -1.9790
P -3.7324 -6.4469 -1.3688
O -0.3573 3.9566 4.6728
O 3.3917 3.4370 -2.0541
O -3.1393 4.0018 1.2312
O -1.5773 2.0877 8.7194
O 3.7715 4.1414 2.5542
O -3.7783 8.5844 0.7228
N 0.8511 3.2079 7.4653
N -1.8055 6.3104 -0.1111
N 0.5143 -3.1792 -3.3271
N 1.6336 3.7372 0.5270
C 3.6818 5.5497 2.5993
C 2.0681 2.7650 1.5154
C -2.3762 8.5835 0.9057
C -1.2676 0.7228 8.5472
C -2.9042 -4.0455 -2.3670
C 0.3054 -6.2276 -6.7545
C -1.7317 4.1850 1.0953
C 1.1203 -2.0849 -2.5446
C 0.0545 3.8567 8.4955
C 1.1211 -4.8055 1.7817
C 0.2190 -1.6650 -1.3680
C 1.6519 -5.8132 -6.1137
C 2.1444 -4.3900 -6.4558
C 1.2920 3.1895 -0.7772
C 0.7425 -3.0830 -4.7862
C 0.1494 -7.1867 1.9217
C -1.3530 5.6453 1.1029
C -2.1107 -4.5364 -3.5882
C 1.3688 4.0995 6.4361
C 0.4468 -7.3200 -7.8204
C -1.6181 7.7554 -0.1238
C 0.1305 -5.7550 2.4770
C -3.7751 3.4911 0.0839
C -4.4795 7.5278 1.3445
C 0.4881 -5.5815 -9.7390
C 1.5210 -2.4962 0.7613
C -4.1785 -4.8675 -2.0912
C 0.6486 -4.4613 -2.8116
C 0.9290 -1.3369 -0.0507
C 4.4497 3.7084 -1.1542
C -1.5143 3.3589 5.2292
C 2.1601 -3.4284 -5.2686
C 0.3632 4.8148 5.5407
C 0.4881 -3.5003 1.2917
C -0.5849 2.8373 9.4096
C 2.5404 3.4648 2.7671
C 1.0838 -6.8652 -9.1405
C 2.4060 2.5431 -1.5905
H 0.7065 4.5024 9.0913
H -2.2503 -4.1240 -1.4886
H -0.5376 -7.7570 -8.0328
H 1.9966 4.8533 6.9220
H 1.6013 -5.9303 -5.0251
H 2.6525 -2.5024 -5.5902
H 3.1016 5.9607 1.7649
H -2.7216 -5.1660 -4.2465
H 1.0572 -8.1229 -7.3920
H -2.9810 -7.2382 -2.2318
H 0.4961 -2.0513 -5.0544
H 1.7693 4.1488 3.1302
H -3.9900 7.2126 2.2709
H -0.1789 -5.3435 -7.1919
H -0.5258 -7.3049 1.0684
H 2.7123 2.7128 3.5429
H -1.0364 0.2419 9.5029
H 0.5002 2.4428 -0.6367
H 1.5640 -5.3188 0.9231
H -5.4780 7.8937 1.5827
H 4.2394 4.5682 -0.5115
H -0.3289 5.4400 6.1169
H -3.7611 4.1965 -0.7547
H 0.1928 -0.8390 0.5968
H -0.2630 5.7074 1.1576
H -0.5491 7.9618 -0.0041
H -1.9784 4.0049 5.9786
H 4.6663 2.8439 -0.5195
H -4.8110 3.2883 0.3520
H 2.0135 -2.0478 1.6330
H -1.7636 6.0922 2.0200
H -2.9625 -6.2574 -0.2255
H -4.5840 6.6542 0.6931
H 1.2014 -1.2496 -3.2460
H -0.8810 -5.3398 2.3972
H -3.3075 2.5563 -0.2484
H -1.3680 3.7051 0.1820
H 5.3324 3.9381 -1.7493
H -2.2234 3.2027 4.4153
H 2.8765 1.7114 -1.0473
H -2.1488 0.2462 8.1212
H 0.8644 3.9968 -1.3780
H 0.0164 -3.7244 -5.2986
H -4.7308 -5.0714 -3.0174
H 1.7012 -0.5807 -0.2423
H -1.3036 2.3882 5.6878
H -1.0718 3.3579 10.2379
H -2.0568 9.6221 0.7912
H 2.1639 -6.7514 -9.0031
H -0.5524 -2.4319 -1.2209
H -2.7862 6.1048 -0.2532
H 2.2810 -3.0358 0.1846
H -0.5220 -5.3906 -9.3576
H 1.2125 2.1327 1.7778
H 2.1374 -2.3257 -2.2198
H 0.3552 -5.8068 3.5478
H 0.4123 -5.6552 -10.8278
H 1.0948 -4.6990 -9.5109
H 1.9483 -4.5576 2.4550
H -0.4190 0.5682 7.8702
H 2.7595 -3.8233 -4.4420
H 1.1498 -7.4527 1.5681
H 0.9629 -7.6792 -9.8636
H 2.4185 -6.5245 -6.4435
H -1.2517 3.6987 1.9495
H 2.8763 2.1080 1.1610
H 2.3460 4.4456 0.4057
H 0.2950 2.4839 7.0297
H 3.2262 5.8894 3.5354
H 0.9261 5.4912 4.8910
H -0.7497 4.4859 8.0878
H 1.9474 2.1177 -2.4888
H -1.9026 8.1188 -1.1141
H -4.8427 -4.3698 -1.3783
H -0.3803 -6.5904 -5.9773
H 2.0234 3.5094 5.7901
H -0.3227 -0.7626 -1.6782
H 3.1368 -4.4234 -6.9116
H -0.2494 -3.7382 0.5115
H 1.4817 -3.9604 -7.2222
H -3.1865 -2.9974 -2.4819
H 0.1742 2.1678 9.8248
H -2.1343 8.2839 1.9333
H -1.7868 -3.6854 -4.1782
H 4.6967 5.9380 2.5448
H -0.0624 -3.0462 2.1245
H -0.1339 -7.9228 2.6791
H -4.8477 -7.2039 -1.0210
*
```

Atomic partial charges in e from the Löwdin method, atoms 1 to 99: 0.870 0.755 1.078 -0.202 -0.172 -0.193 -0.195 -0.183 -0.177 -0.048 -0.046 -0.206 -0.038 -0.107 -0.206 -0.228 -0.122 -0.304 -0.225 -0.214 -0.171 -0.217 -0.224 -0.168 -0.182 -0.195 -0.205 -0.166 -0.111 -0.213 -0.466 -0.196 -0.226 -0.202 -0.255 -0.124 -0.104 -0.108 -0.208 -0.371 -1.110 -0.204 -0.094 -0.089 -0.177 -0.223 -0.226 -0.215 -0.215 -0.251 -0.237 0.126 0.077 0.109 0.123 0.074 0.116 0.080 0.081 0.110 0.000 0.127 0.101 0.087 0.089 0.049 0.121 0.088 0.105 0.065 0.088 0.075 0.115 0.082 0.114 0.110 0.117 0.091 0.089 0.087 0.119 0.109 0.014 0.072 0.122 0.092 0.082 0.101 0.090 0.084 0.102 0.087 0.124 0.099 0.106 0.104 0.075 0.123 0.122

How do the records compare in HOMO? In the order shown, they have -4.782; -10.239; -9.656 eV.